No. 1
This record from the OMol25 dataset describes C16H22F6N10O2PdSe as an isolated structure in a non-equilibrium geometry. The level of theory is ωB97M-V/def2-TZVPD.

Summary:
energy relative to the best compared isomer or geometry (same formula, charge and spin)	11.17	kcal/mol
frontier orbital gap (alpha / beta)	6.54 / 6.59	eV
strongest force on any atom	1.78	eV Å⁻¹
LUMO energy (alpha / beta)	-1.82 / -1.77	eV

The geometry in XYZ format:
```
58
Properties=species:S:1:pos:R:3:forces:R:3:mulliken_charge:R:1
Pd 0.091246 0.379961 -0.478710 1.2 -0.3 1.3 0.360
C -0.823960 -1.096200 -4.233960 -0.1 0.0 0.3 -1.930
C -1.266857 -1.331472 -2.778230 -0.7 -0.1 -0.6 1.128
O -0.291734 -1.311164 -1.857888 0.3 1.4 0.3 -0.136
C -2.326818 -0.269013 -2.416418 -0.2 0.4 0.2 0.442
F -2.845782 -0.483046 -1.197556 -0.3 -0.2 0.0 -0.322
F -1.759904 0.954926 -2.347007 -0.1 -0.1 -0.4 -0.235
F -3.352074 -0.165195 -3.266183 -0.1 -0.1 -0.3 -0.299
C -1.953052 -2.720119 -2.684693 -0.1 -0.1 0.1 0.466
F -1.117959 -3.703540 -3.050225 0.4 -0.1 -0.2 -0.295
F -3.049554 -2.853991 -3.439090 -0.2 0.1 -0.2 -0.277
F -2.313024 -3.016269 -1.422007 -0.1 0.0 0.3 -0.235
H -0.381525 -0.104108 -4.318740 0.0 0.0 0.0 0.378
H -1.680783 -1.178006 -4.898388 0.0 0.0 -0.2 0.449
H -0.074807 -1.836858 -4.502751 0.0 0.0 0.0 0.428
N 0.358833 -3.653601 0.007939 -0.5 -0.7 0.6 -0.763
N 1.252106 -2.757550 -0.477738 0.9 0.5 -0.4 0.896
N 2.030847 -2.977791 -1.497901 -0.3 -0.6 0.0 -1.088
C 2.709904 -1.839810 -1.574499 -0.1 0.0 0.2 -0.321
N 2.360105 -0.985947 -0.617787 0.6 0.1 -0.1 0.132
N 1.427256 -1.596798 0.083647 -0.4 -0.2 0.4 0.154
H 0.078587 -4.305418 -0.717798 0.1 0.3 -0.1 0.383
H -0.447190 -3.156781 0.380650 0.1 0.1 -0.3 0.296
H 3.448291 -1.635937 -2.320795 0.1 0.0 -0.2 0.470
N 0.391805 2.325965 -1.193851 -0.2 -1.0 0.2 -1.015
C -0.332595 3.255428 -1.084421 0.4 -0.1 0.1 0.873
N -1.070166 4.241178 -1.152586 -0.5 -0.8 -1.2 -0.595
C -1.387401 5.336434 -0.576203 0.0 0.7 0.7 0.528
N -1.745110 6.332503 -0.117270 -0.1 0.5 0.3 -0.571
C 2.874312 2.947435 0.495950 -0.5 0.6 -0.7 -0.938
N 3.361475 1.764317 1.141544 -0.1 -0.8 0.5 0.299
C 4.656882 1.342567 1.164322 0.3 -0.3 0.1 -0.460
C 4.683461 0.158277 1.822230 0.3 0.2 -0.1 -0.492
N 3.401378 -0.134016 2.193605 -0.2 0.8 -0.4 0.361
C 2.984975 -1.310388 2.899383 -0.3 -0.6 0.4 -0.839
C 2.586288 0.848634 1.754450 0.3 0.2 -0.1 -0.102
Se 0.736427 0.934038 1.934283 -0.7 0.3 -0.9 -0.436
H 3.707319 3.591613 0.224839 0.1 -0.1 0.1 0.299
H 2.195988 3.481681 1.164038 0.1 -0.1 -0.1 0.367
H 2.312248 2.668129 -0.405657 0.2 0.1 0.3 0.396
H 5.449151 1.907935 0.716813 0.1 0.1 -0.1 0.430
H 5.501727 -0.492272 2.047880 0.2 -0.1 0.1 0.510
H 3.373033 -2.200488 2.404136 0.0 0.1 0.0 0.364
H 1.895674 -1.342704 2.899125 0.1 0.0 0.0 0.230
H 3.342018 -1.288646 3.930184 0.0 0.0 -0.1 0.315
C -3.475557 0.024373 2.921975 0.0 -0.1 -0.1 -0.666
C -3.269831 1.514270 2.611122 0.1 0.0 -0.2 -0.551
C -2.685112 1.480760 1.198821 -0.2 0.3 0.1 -0.419
O -1.886841 0.305130 1.179561 -0.2 0.0 0.2 0.562
C -2.616132 -0.700351 1.868555 -0.1 -0.2 0.0 -0.520
H -4.521210 -0.259282 2.812042 0.0 0.0 0.1 0.321
H -3.148573 -0.222171 3.929719 -0.1 0.0 0.1 0.276
H -2.547294 1.950418 3.300502 0.0 0.1 0.0 0.246
H -4.192903 2.086867 2.656621 0.0 0.1 0.0 0.351
H -2.030906 2.326247 0.970774 -0.1 -0.1 0.0 0.101
H -3.483696 1.411215 0.447111 0.2 0.0 0.0 0.236
H -1.887798 -1.387352 2.305360 0.0 0.0 0.0 0.328
H -3.245191 -1.254016 1.161172 0.1 0.0 0.0 0.133
```
Forces are in eV/Å.


No. 2
This record from the OMol25 dataset describes an isolated ion of composition C4H9N2 and charge +1 in a non-equilibrium geometry. The level of theory is ωB97M-V/def2-TZVPD.

Summary:
total charge	+1
energy relative to the best compared isomer or geometry (same formula, charge and spin)	144.46	kcal/mol
frontier orbital gap (alpha / beta)	8.33 / 9.77	eV
strongest force on any atom	4.81	eV Å⁻¹
LUMO energy (alpha / beta)	-5.41 / -4.49	eV

The geometry in XYZ format:
```
15
Properties=species:S:1:pos:R:3:forces:R:3:mulliken_charge:R:1
C 1.399490 0.474587 0.657569 -2.3 -2.5 -3.4 -0.470
C 1.261331 -0.707636 -0.297040 3.0 -2.3 -1.0 -0.286
C -1.087236 -0.680836 -0.883678 -0.2 1.1 -0.8 -0.505
C -1.031773 0.259155 0.326110 -1.3 -0.8 0.0 -0.726
N 0.178502 -1.295512 -1.142644 0.8 1.6 1.4 -0.289
N 0.164736 1.170643 0.525692 -3.2 1.8 3.1 -0.127
H 1.862993 0.258291 1.550904 0.8 0.4 2.1 0.345
H 1.910016 -0.350119 -1.143317 0.3 -0.6 0.3 0.325
H 1.820287 -1.638474 0.161319 -0.8 1.8 -1.0 0.382
H -1.562116 -0.130124 -1.777011 1.1 -0.7 0.9 0.310
H -1.776288 -1.531102 -0.783580 -0.2 0.3 0.6 0.326
H -1.882492 0.898636 0.345381 -0.7 0.8 -0.3 0.503
H -1.114412 -0.227124 1.264563 0.2 -1.1 0.7 0.403
H -0.234752 1.682440 1.438884 1.9 -0.7 -2.4 0.434
H 0.091716 1.817175 -0.243152 0.7 0.8 -0.4 0.375
```
Forces are in eV/Å.


No. 3
This record from the OMol25 dataset describes a 2-piece molecular cluster, C3H7N5O4S overall in a non-equilibrium geometry. The level of theory is ωB97M-V/def2-TZVPD.

Summary:
energy relative to the best compared isomer or geometry (same formula, charge and spin)	89.15	kcal/mol
frontier orbital gap (alpha / beta)	4.31 / 4.36	eV
strongest force on any atom	4.21	eV Å⁻¹
LUMO energy (alpha / beta)	-2.64 / -2.61	eV

The geometry in XYZ format:
```
20
Properties=species:S:1:pos:R:3:forces:R:3:mulliken_charge:R:1
C -0.535707 -0.359431 -2.424468 -0.5 -0.3 -1.5 0.599
C 0.194200 1.786534 1.002736 -1.1 1.9 3.4 0.185
C 0.580030 -1.241884 2.575052 -0.3 1.4 -2.5 0.794
N -1.474479 -0.905211 -3.213292 0.3 -3.6 2.2 -0.351
N 0.223496 2.414421 -0.205256 -1.0 1.8 1.3 -0.406
N -0.053641 -1.278894 -1.454755 0.3 -0.6 1.2 -0.314
N 0.680777 0.582325 1.149576 0.7 -1.6 -1.3 -0.426
N 0.920925 -0.947854 -0.762495 -0.8 -0.8 0.5 0.160
O 0.296552 -1.576827 3.782734 0.3 -2.7 1.1 -0.452
O -0.150280 0.758716 -2.539687 1.1 1.7 0.2 -0.604
O 0.872688 -2.028359 1.666815 0.0 0.5 1.1 -0.703
O 0.410702 0.078891 2.472472 0.6 -0.5 -1.2 -0.164
S -0.337712 2.615197 2.412704 -0.4 0.6 -0.7 -0.450
H -1.820482 -1.852683 -2.914965 0.4 1.6 -0.7 0.266
H -2.011878 -0.354536 -3.806921 -0.8 1.1 -1.0 0.242
H 0.297986 1.732915 -0.880799 -0.1 -0.9 -2.6 0.198
H -0.512423 3.175595 -0.337699 1.7 -1.7 0.4 0.270
H 1.025739 -1.558661 0.150331 0.3 0.9 -0.2 0.438
H 1.540741 -0.140890 -0.946734 -0.5 0.0 0.0 0.353
H -0.147234 -0.899364 4.274650 -0.2 1.1 0.3 0.366
```
Forces are in eV/Å.


No. 4
This record from the OMol25 dataset describes a 2-piece molecular cluster, ClH3NO2P overall in a non-equilibrium geometry. The level of theory is ωB97M-V/def2-TZVPD.

Summary:
energy relative to the best compared isomer or geometry (same formula, charge and spin)	34.56	kcal/mol
frontier orbital gap	10.41	eV
strongest force on any atom	1.48	eV Å⁻¹
LUMO energy	-1.10	eV

The geometry in XYZ format:
```
8
Properties=species:S:1:pos:R:3:forces:R:3:mulliken_charge:R:1
N -0.705780 2.407916 0.530120 0.7 -0.7 0.9 -0.495
O -0.238367 -2.505750 -1.565033 -0.9 -0.5 -1.1 -0.620
O -0.728505 -0.066576 1.699003 0.4 1.0 -0.5 -0.481
P -0.102709 1.074338 1.012391 -0.4 -0.9 -0.5 0.851
Cl 1.729160 0.495258 0.283662 -0.7 0.5 0.4 -0.143
H -0.005278 3.107492 0.310274 0.0 0.1 -0.4 0.271
H -0.626453 -1.962355 -0.899077 -0.4 0.5 0.8 0.310
H 0.677932 -2.550323 -1.371340 1.3 0.0 0.3 0.307
```
Forces are in eV/Å.


No. 5
This record from the OMol25 dataset describes a 2-piece molecular cluster, C9H25N4O overall in a non-equilibrium geometry. The level of theory is ωB97M-V/def2-TZVPD.

Summary:
total charge	+1
energy relative to the best compared isomer or geometry (same formula, charge and spin)	87.56	kcal/mol
frontier orbital gap (alpha / beta)	7.56 / 6.59	eV
strongest force on any atom	6.75	eV Å⁻¹
LUMO energy (alpha / beta)	-2.34 / -2.52	eV

The geometry in XYZ format:
```
39
Properties=species:S:1:pos:R:3:forces:R:3:mulliken_charge:R:1
C -2.704836 3.549522 -0.083832 -1.0 -1.7 -4.1 -1.413
C -0.905583 -2.381197 0.596373 0.2 0.4 -2.0 -1.715
C -1.005604 -0.005474 2.602316 1.8 -1.1 -0.5 -1.870
C -2.161907 2.112668 -0.115581 2.7 1.8 1.0 -0.753
C 2.800172 -2.164418 -1.613392 1.4 -2.0 -0.9 -0.660
C 1.913046 -2.276988 -0.352824 -0.5 -3.3 0.3 -0.735
C -0.274930 -1.007155 0.247788 -0.9 -0.2 1.5 0.306
C -0.076950 0.040892 1.434708 0.8 0.1 -1.1 0.755
C -0.612868 2.056449 -0.307699 0.1 -1.7 1.1 0.293
N 1.955588 -1.806270 -2.755061 -0.6 -1.2 0.4 -0.617
N 1.288846 0.470418 1.676152 -2.0 2.1 -3.9 -0.532
N -0.081835 1.385341 -1.392470 1.0 2.2 2.7 -0.293
N 1.105174 -1.159476 -0.377293 -2.5 6.2 -1.1 -0.101
O 0.193449 2.933599 0.442223 -1.7 -1.2 -2.0 -0.506
H -2.544820 3.999816 -1.110068 0.3 -0.1 1.3 0.300
H -2.456864 4.162870 0.686104 1.4 1.8 2.2 0.541
H -3.775732 3.530587 -0.060692 -0.8 -0.4 0.3 0.412
H -1.256324 -2.859757 -0.351627 0.4 0.2 0.5 0.451
H -0.232390 -3.059092 1.055527 0.4 -0.6 0.9 0.444
H -1.801235 -2.258162 1.158095 -0.5 0.1 0.7 0.409
H -0.682352 -0.511369 3.530843 0.2 -0.4 -0.5 0.354
H -1.831650 -0.485101 2.181198 -2.1 -0.4 0.2 0.460
H -1.160727 0.967043 2.937124 -0.9 2.0 0.5 0.434
H -2.237476 1.588779 0.796461 -0.6 -0.2 1.5 0.354
H -2.713591 1.518176 -0.764910 -0.5 -0.9 -1.8 0.520
H 3.573167 -1.396461 -1.595280 0.0 0.1 0.9 0.377
H 3.380555 -3.144350 -1.831376 -1.0 1.4 0.7 0.397
H 2.437768 -2.214496 0.573912 1.0 -0.5 0.5 0.346
H 1.144606 -3.159083 -0.204955 2.2 1.0 -1.1 0.309
H -1.079630 -0.642848 -0.496274 1.9 0.0 0.5 -0.247
H 1.585826 -2.715151 -3.033436 -0.5 0.5 -0.5 0.217
H 2.480097 -1.452203 -3.532563 0.4 0.1 -0.2 0.209
H 1.851235 0.099767 2.324335 2.0 -2.5 3.4 0.137
H 1.485561 1.472116 1.745769 -0.7 -0.1 -0.5 0.210
H -0.630775 1.026857 -2.092040 -1.7 -0.6 -1.7 0.201
H 0.871418 1.534057 -1.618589 0.8 0.3 -0.2 0.277
H 1.604204 -0.311140 0.108947 -0.5 -1.0 0.1 0.672
H 1.047811 -0.814284 -1.371755 -0.3 -0.8 0.6 0.690
H -0.490442 3.375520 0.963839 0.4 0.4 0.4 0.367
```
Forces are in eV/Å.


No. 6
This record from the OMol25 dataset describes one molecule with the formula C4H3NOS in a non-equilibrium geometry. The level of theory is ωB97M-V/def2-TZVPD.

Summary:
energy relative to the best compared isomer or geometry (same formula, charge and spin)	119.72	kcal/mol
frontier orbital gap	8.37	eV
strongest force on any atom	7.82	eV Å⁻¹
SMILES	C#C/C=N\OC=S
LUMO energy	-0.67	eV

The geometry in XYZ format:
```
10
Properties=species:S:1:pos:R:3:forces:R:3:mulliken_charge:R:1
C 3.105222 -0.091876 -1.079271 -2.8 -3.6 -0.3 -0.051
C 2.108757 -0.925606 -1.217848 5.1 5.8 1.6 -0.105
C 0.735205 -1.303580 -1.107145 -4.7 -1.5 -2.0 -0.099
N -0.262370 -0.892668 -0.298140 4.3 -0.6 -2.5 -0.323
O 0.323145 0.109063 0.477234 -2.3 1.5 1.4 -0.080
C -0.672676 0.990058 0.968320 1.2 0.0 -0.2 0.034
S -2.293935 0.808079 0.905455 1.7 0.3 0.2 -0.220
H 4.138029 0.478546 -0.919360 -3.0 -1.7 -0.6 0.329
H 0.213988 -1.930424 -2.037424 1.8 1.2 2.8 0.243
H -0.056675 1.884811 1.354277 -1.3 -1.4 -0.4 0.273
```
Forces are in eV/Å.


- Number 4 is which compound?
  ClH3NO2P


- Among the records above, which one has the highest energy relative to the best compared isomer or geometry (same formula, charge and spin)?
  C4H9N2


- Which value of energy relative to the best compared isomer or geometry (same formula, charge and spin) does entry 2 give?
  144.46 kcal/mol